The following is a quantum chemistry calculation of 2 unconnected molecules or ions with the total composition C2H8N3 in a non-equilibrium geometry, from OMol25.

HOMO energy, eV: -13.469
Relative energy (zero: lowest compared OMol25 entry of this formula, charge and spin), kcal/mol: 127.7
Kohn-Sham gap, eV: 9.684
Charge: +1

Geometry as XYZ:
```
13
C2H8N3 | OMol25 | ωB97M-V with the def2-TZVPD basis set
C 1.435 1.034 -0.333
C -1.401 0.029 0.297
N 0.744 -0.008 0.376
N -1.876 -0.875 1.267
N 1.582 -0.302 -0.771
H 0.894 1.695 -1.156
H 2.277 1.446 0.237
H -1.930 -0.185 -0.648
H -1.419 1.080 0.743
H -2.022 -1.933 1.211
H -1.832 -0.668 2.301
H 1.230 -0.628 -1.651
H 2.501 -0.806 -0.552
```